{"formula": "C55H120F4N7O8S4", "method": "ωB97M-V with the def2-TZVPD basis set", "lumo_ha": -0.1902, "e_homo_ev": -13.147, "gap_ev": 7.972, "mol_weight_g_mol": 1211.87, "total_charge": 3, "species": ["C", "C", "C", "C", "N", "C", "C", "C", "C", "C", "C", "C", "H", "H", "H", "H", "H", "H", "H", "H", "H", "H", "H", "H", "H", "H", "H", "H", "H", "H", "H", "H", "H", "H", "H", "H", "C", "C", "C", "C", "N", "C", "C", "C", "C", "C", "C", "C", "H", "H", "H", "H", "H", "H", "H", "H", "H", "H", "H", "H", "H", "H", "H", "H", "H", "H", "H", "H", "H", "H", "H", "H", "C", "C", "C", "C", "N", "C", "C", "C", "C", "C", "C", "C", "H", "H", "H", "H", "H", "H", "H", "H", "H", "H", "H", "H", "H", "H", "H", "H", "H", "H", "H", "H", "H", "H", "H", "H", "C", "C", "C", "C", "N", "C", "C", "C", "C", "C", "C", "C", "H", "H", "H", "H", "H", "H", "H", "H", "H", "H", "H", "H", "H", "H", "H", "H", "H", "H", "H", "H", "H", "H", "H", "H", "C", "C", "C", "C", "N", "C", "C", "C", "C", "C", "C", "C", "H", "H", "H", "H", "H", "H", "H", "H", "H", "H", "H", "H", "H", "H", "H", "H", "H", "H", "H", "H", "H", "H", "H", "H", "N", "S", "O", "O", "F", "S", "O", "O", "F", "N", "S", "O", "O", "F", "S", "O", "O", "F"], "coordinates": [[6.4738, 4.0923, -1.4652], [5.0495, 3.5780, -1.3396], [4.1463, 3.8851, -2.5347], [2.8232, 3.1902, -2.3039], [1.8620, 3.4378, -3.4657], [0.5580, 2.6919, -3.1021], [-0.6149, 3.3815, -3.8083], [-0.0819, 4.7530, -4.1584], [1.3135, 4.8590, -3.5496], [2.3864, 2.9905, -4.7926], [3.0312, 1.5816, -4.7717], [3.4825, 1.0919, -6.1552], [7.0449, 3.8869, -0.5616], [6.5728, 5.1882, -1.5111], [6.9190, 3.8367, -2.4269], [4.5569, 3.9319, -0.4293], [5.1674, 2.5001, -1.1987], [4.5740, 3.6242, -3.5034], [4.0556, 4.9774, -2.5774], [2.3635, 3.5046, -1.3693], [2.9791, 2.1128, -2.3225], [0.6883, 1.6562, -3.4008], [0.4355, 2.8623, -2.0381], [-0.9205, 2.7923, -4.6775], [-1.5191, 3.3818, -3.2009], [-0.0575, 5.0352, -5.2094], [-0.6924, 5.5076, -3.6578], [1.9315, 5.5257, -4.1429], [1.1896, 5.1722, -2.5138], [3.0898, 3.7610, -5.1009], [1.5486, 2.9254, -5.4881], [2.3018, 0.8620, -4.3924], [3.9049, 1.5541, -4.1271], [2.6761, 0.9182, -6.8715], [3.9239, 0.1178, -5.9466], [4.1645, 1.8310, -6.5728], [3.8967, -2.6040, 2.4704], [3.4664, -4.0647, 2.6865], [4.1490, -4.6731, 3.9146], [3.8239, -6.1786, 3.9974], [4.1552, -6.7604, 5.3782], [3.7743, -8.2450, 5.4345], [3.6064, -8.5305, 6.9440], [3.3622, -7.1774, 7.5995], [3.2350, -6.2027, 6.4319], [5.5854, -6.4979, 5.7536], [6.5938, -7.2240, 4.8319], [8.0176, -6.6768, 4.9755], [4.9723, -2.5783, 2.2707], [3.7892, -1.9911, 3.3657], [3.4136, -2.1781, 1.5955], [3.7522, -4.7039, 1.8507], [2.3817, -4.0218, 2.8143], [3.9891, -4.1328, 4.8476], [5.2231, -4.5945, 3.7190], [4.3945, -6.7408, 3.2664], [2.7535, -6.3424, 3.8880], [4.5375, -8.7901, 4.8893], [2.8449, -8.3021, 4.8735], [4.4208, -9.0349, 7.4604], [2.7411, -9.1597, 7.1539], [4.2080, -6.8873, 8.2260], [2.5051, -7.1250, 8.2670], [3.3432, -5.1345, 6.5881], [2.2304, -6.3620, 6.0309], [5.7723, -6.8926, 6.7510], [5.7130, -5.4187, 5.7638], [6.3481, -7.0262, 3.7882], [6.5376, -8.2853, 5.0658], [8.6314, -6.9848, 4.1324], [8.5199, -6.8970, 5.9158], [7.9614, -5.5859, 4.9133], [0.2200, -5.2769, -1.2403], [0.0775, -3.8135, -1.6268], [-0.5041, -3.6878, -3.0523], [-0.4808, -2.2602, -3.5437], [-0.8083, -2.1120, -5.0222], [-2.2629, -2.4094, -5.3371], [-2.5029, -1.7111, -6.6671], [-1.4757, -0.5687, -6.7392], [-0.7277, -0.6452, -5.3958], [0.1568, -2.8960, -5.9188], [1.6185, -2.6286, -5.5316], [2.5899, -3.4572, -6.3690], [0.8042, -5.8140, -1.9903], [-0.7302, -5.8080, -1.1473], [0.7384, -5.4139, -0.2913], [1.0702, -3.3591, -1.6197], [-0.6310, -3.2464, -1.0201], [-1.5572, -3.9974, -2.9880], [-0.0996, -4.5007, -3.6596], [0.4987, -1.8137, -3.3561], [-1.1665, -1.5720, -3.0471], [-2.3738, -3.4894, -5.3588], [-2.8076, -1.8854, -4.5547], [-2.3697, -2.3444, -7.5428], [-3.5391, -1.3757, -6.6685], [-0.7266, -0.6932, -7.5201], [-1.9248, 0.4024, -6.9405], [0.3202, -0.4041, -5.5596], [-1.1637, 0.0300, -4.6616], [-0.1358, -2.6943, -6.9432], [-0.0046, -3.9451, -5.6763], [1.7770, -2.8016, -4.4699], [1.8100, -1.5681, -5.7113], [3.6117, -3.2726, -6.0302], [2.6067, -3.2130, -7.4305], [2.4635, -4.5285, -6.2077], [-9.3981, 1.9132, 4.3382], [-9.5656, 2.3215, 2.8558], [-8.6908, 1.6855, 1.8019], [-8.8460, 0.1588, 1.9054], [-8.3428, -0.5605, 0.6583], [-9.3246, -0.4099, -0.4899], [-9.5677, -1.8113, -1.0873], [-9.5425, -2.7005, 0.1949], [-8.3590, -2.0826, 0.8942], [-6.9693, -0.1586, 0.2006], [-5.8450, -0.3754, 1.2577], [-4.4820, 0.2022, 0.8846], [-9.6934, 0.8774, 4.5120], [-10.0453, 2.5512, 4.9346], [-8.3717, 2.0322, 4.6877], [-9.4365, 3.4059, 2.8181], [-10.6193, 2.1733, 2.6046], [-7.6315, 1.9117, 1.9314], [-8.9929, 1.9495, 0.7859], [-9.8521, -0.1950, 2.1173], [-8.1710, -0.2262, 2.6687], [-9.0310, 0.3472, -1.2103], [-10.2836, -0.1486, -0.0436], [-8.7746, -2.0631, -1.7897], [-10.5256, -1.8826, -1.5954], [-9.2239, -3.6964, -0.1052], [-10.4337, -2.7187, 0.8162], [-7.4909, -2.5345, 0.4090], [-8.1651, -2.2541, 1.9520], [-6.9910, 0.9189, 0.0473], [-6.8210, -0.7232, -0.7163], [-5.7469, -1.4496, 1.4315], [-6.2284, 0.0074, 2.2042], [-3.8376, -0.0876, 1.7211], [-4.4422, 1.2740, 0.7138], [-3.9317, -0.3504, 0.1203], [-0.8255, 8.9403, 5.5723], [-0.6517, 8.6349, 4.0897], [-0.5779, 7.1389, 3.7780], [-0.4543, 6.8616, 2.2810], [-0.5384, 5.3975, 1.9238], [-1.9026, 4.7496, 2.0622], [-2.7697, 5.4069, 1.0357], [-1.8722, 5.6261, -0.1588], [-0.4638, 5.2972, 0.3762], [0.4390, 4.5202, 2.6686], [1.8773, 4.9442, 2.3746], [2.9576, 3.9079, 2.7066], [-1.7040, 8.4839, 6.0276], [-0.8613, 10.0221, 5.6703], [0.0190, 8.4985, 6.1076], [0.1906, 9.1636, 3.6338], [-1.4831, 9.1026, 3.5455], [-1.4840, 6.6723, 4.1689], [0.3159, 6.7972, 4.3036], [0.5164, 7.2005, 1.9201], [-1.1948, 7.3707, 1.6669], [-1.7250, 3.6841, 1.9297], [-2.3210, 4.8281, 3.0675], [-3.6449, 4.7921, 0.8219], [-3.1795, 6.3676, 1.3526], [-2.1378, 4.9389, -0.9647], [-2.0075, 6.6165, -0.5906], [-0.1512, 4.2874, 0.1193], [0.2322, 6.0525, 0.0150], [0.3161, 3.5156, 2.2642], [0.2037, 4.5755, 3.7278], [2.1664, 5.8510, 2.9120], [2.0040, 5.2288, 1.3260], [2.7511, 2.8528, 2.5055], [3.1261, 3.8720, 3.7862], [3.8886, 4.1525, 2.2003], [0.4444, 1.7445, -0.0542], [1.4306, 0.3385, -0.1772], [1.5888, -0.3429, -1.4101], [1.5159, -0.3676, 1.0640], [2.8261, 1.1289, -0.0693], [-0.8257, 1.1185, 0.4927], [-1.1005, 1.2401, 1.9042], [-1.3039, -0.0149, -0.2380], [-1.8156, 2.2720, -0.1084], [6.0837, -1.6176, -2.7730], [5.8385, -3.1932, -2.4804], [4.6319, -3.8008, -2.9662], [6.2964, -3.6579, -1.1928], [6.9323, -3.7530, -3.4899], [4.6730, -1.1094, -2.4456], [4.3110, -1.1822, -1.0572], [3.7068, -1.1503, -3.5023], [5.0385, 0.4759, -2.4811]]}